# C38H94FNO25PS

10 unconnected molecules or ions with the total composition C38H94FNO25PS (wB97M-V/def2-TZVPD, OMol25).

```
161
Properties=species:S:1:pos:R:3:forces:R:3:lowdin_charge:R:1
O 5.4482 5.3677 3.5083 2.25 -3.33 -1.06 -0.0386
C 6.1518 4.3063 3.5640 -1.01 1.03 7.17 -0.5963
O 6.5962 3.7206 4.7520 -1.44 2.28 -6.54 -0.1492
N 6.5874 3.6477 2.2548 0.50 -1.23 -0.27 -0.1793
C 8.0723 3.8161 2.2434 1.24 0.84 0.56 -0.2672
P 8.9221 3.3421 0.6258 1.08 -3.49 -2.52 0.6875
O 8.7991 1.8510 0.2618 -0.19 4.20 0.97 -0.3401
O 8.4737 4.3529 -0.7170 0.35 -1.10 2.93 -0.1965
O 10.6239 3.6244 0.8334 -3.16 0.42 0.86 -0.2033
S 6.0951 1.9945 2.2895 -1.67 -4.55 4.04 0.8077
O 4.8326 1.8142 3.1156 3.60 1.53 -3.63 -0.3051
O 7.1584 1.0244 2.7066 -2.27 3.22 -2.07 -0.3031
F 5.6600 1.5814 0.7032 0.96 1.41 2.47 -0.2310
H 8.2843 4.9335 2.4733 -0.51 -1.77 -0.52 0.1420
H 8.5835 3.2255 3.1022 -0.86 0.69 -1.45 0.1280
H 7.5229 4.6030 -0.6518 0.78 -0.34 0.12 0.0806
H 10.7519 3.4822 1.8030 0.16 0.12 -0.96 0.0711
C 4.5602 8.0900 5.1943 0.11 -0.28 -0.18 -0.0999
O 5.5868 9.0739 5.2695 -0.30 0.31 0.42 -0.1889
C 5.1757 10.2372 5.9817 0.58 -0.28 -0.12 -0.2087
C 5.6989 10.2266 7.4162 -0.58 -0.08 -0.01 -0.2060
O 5.1146 9.1698 8.1747 0.33 0.05 -0.23 -0.1996
C 5.9783 8.0462 8.2938 -0.09 -0.05 0.08 -0.1085
H 5.0136 7.1430 4.8966 0.00 0.12 -0.08 0.0699
H 4.0573 7.9470 6.1539 0.01 0.11 0.02 0.0846
H 3.8256 8.3843 4.4360 -0.08 -0.03 0.04 0.0833
H 4.0852 10.3407 5.9620 0.04 -0.05 0.11 0.1226
H 5.6023 11.0994 5.4600 0.01 0.07 0.03 0.1177
H 5.4120 11.1646 7.9015 0.01 0.05 0.00 0.1169
H 6.7926 10.1605 7.4347 -0.06 -0.06 -0.10 0.1223
H 6.7505 8.2541 9.0429 0.08 -0.06 -0.04 0.0829
H 6.4494 7.7835 7.3427 -0.06 0.05 0.05 0.0892
H 5.3834 7.1954 8.6310 0.00 0.13 -0.01 0.0905
C 13.0572 6.1879 -4.2655 -0.21 -0.08 -0.10 -0.1211
O 11.7053 5.8272 -4.0236 0.37 0.08 0.17 -0.1959
C 11.5548 5.0376 -2.8422 -0.50 0.26 -0.01 -0.1832
C 11.0730 5.8800 -1.6643 0.44 -0.27 0.03 -0.2001
O 12.0566 6.8428 -1.2794 -0.14 0.22 -0.38 -0.1912
C 11.7716 8.1391 -1.7848 0.12 -0.11 0.20 -0.1192
H 13.0693 6.9997 -4.9953 -0.08 -0.08 0.00 0.0851
H 13.5596 6.5304 -3.3577 -0.03 -0.04 0.02 0.0816
H 13.5976 5.3302 -4.6814 0.12 0.05 0.03 0.0847
H 12.4894 4.5204 -2.5988 -0.02 0.11 0.04 0.1269
H 10.7997 4.2774 -3.0601 0.00 0.00 0.05 0.1265
H 10.9139 5.2253 -0.8084 0.03 0.04 -0.05 0.0819
H 10.1195 6.3683 -1.8928 0.10 -0.04 -0.08 0.1231
H 10.9798 8.6014 -1.1854 -0.04 0.08 -0.11 0.0870
H 11.4714 8.1168 -2.8364 -0.02 -0.05 0.06 0.0819
H 12.6764 8.7444 -1.6963 -0.04 -0.08 0.07 0.0848
C -0.7471 5.0951 2.5438 -0.04 0.21 0.11 -0.1203
O -0.0336 6.2339 3.0057 0.06 -0.29 -0.16 -0.1964
C 1.3240 5.9298 3.3321 0.02 0.48 -0.20 -0.1841
C 2.2745 6.3437 2.2122 0.20 -0.54 0.25 -0.1911
O 2.0532 5.5714 1.0310 -0.39 0.37 -0.07 -0.1870
C 1.2800 6.2683 0.0660 0.19 -0.22 0.06 -0.1228
H -1.6619 5.4377 2.0570 0.06 0.02 0.08 0.0832
H -0.1690 4.5124 1.8232 0.01 0.01 0.04 0.0888
H -1.0161 4.4609 3.3958 0.00 -0.11 -0.08 0.0811
H 1.4379 4.8669 3.5704 0.04 0.05 -0.12 0.1311
H 1.5725 6.5017 4.2307 0.05 -0.01 0.00 0.1186
H 3.3012 6.1486 2.5343 0.00 -0.03 0.04 0.1038
H 2.1881 7.4153 1.9982 -0.14 -0.04 0.01 0.1219
H 1.9086 7.0051 -0.4464 -0.10 0.10 -0.04 0.0833
H 0.4150 6.7687 0.5113 0.06 0.00 0.03 0.0808
H 0.9203 5.5440 -0.6680 0.09 0.00 0.05 0.0848
C -3.5417 3.0478 2.9430 0.15 0.08 -0.04 -0.1191
O -3.0760 3.1120 1.6013 -0.35 -0.27 0.14 -0.2053
C -3.2724 1.8853 0.8992 0.04 0.44 -0.35 -0.1830
C -4.5060 1.9461 0.0023 -0.02 -0.45 0.38 -0.1903
O -5.7033 2.0640 0.7718 0.17 0.40 -0.05 -0.1941
C -6.1868 3.3990 0.8197 -0.09 -0.18 0.04 -0.1155
H -3.6227 4.0662 3.3270 0.10 -0.05 -0.09 0.0869
H -4.5223 2.5712 3.0149 0.02 -0.03 -0.06 0.0823
H -2.8203 2.4954 3.5549 -0.09 -0.01 0.08 0.0906
H -3.3355 1.0435 1.5974 -0.10 0.05 -0.03 0.1274
H -2.3906 1.7320 0.2708 -0.02 -0.04 -0.02 0.1273
H -4.5775 1.0104 -0.5589 0.07 0.04 -0.03 0.1091
H -4.4262 2.7654 -0.7211 0.05 0.01 0.11 0.1260
H -6.6841 3.6439 -0.1252 0.02 0.13 0.01 0.0853
H -5.3890 4.1216 1.0136 0.00 -0.08 -0.04 0.0839
H -6.9180 3.4663 1.6278 0.03 -0.09 -0.07 0.0871
C -3.6365 0.9422 -3.8069 0.05 0.06 0.18 -0.1097
O -3.4977 -0.0130 -2.7641 -0.15 -0.08 -0.38 -0.2093
C -4.4092 -1.1029 -2.9001 0.43 -0.17 0.32 -0.1898
C -3.7286 -2.3276 -3.5057 -0.35 0.20 -0.35 -0.1877
O -3.3247 -2.0851 -4.8525 0.10 0.19 0.32 -0.1910
C -1.9386 -1.7828 -4.9560 -0.01 -0.20 -0.17 -0.1049
H -2.7514 1.5810 -3.8054 -0.05 -0.06 0.10 0.0912
H -3.7213 0.4695 -4.7882 -0.02 -0.04 0.04 0.0832
H -4.5207 1.5624 -3.6216 -0.01 0.04 -0.11 0.0854
H -5.2837 -0.8073 -3.4902 0.10 -0.04 -0.07 0.1274
H -4.7559 -1.3573 -1.8943 -0.02 -0.06 -0.01 0.1206
H -4.4476 -3.1511 -3.5312 -0.01 0.02 0.07 0.1084
H -2.8762 -2.6458 -2.8950 -0.04 0.10 0.00 0.1277
H -1.3547 -2.7046 -4.8701 0.11 0.13 0.06 0.0785
H -1.6122 -1.0682 -4.1949 -0.09 -0.05 0.00 0.0778
H -1.7592 -1.3448 -5.9403 -0.10 -0.06 0.03 0.0924
C -7.0709 -6.2066 0.9197 -0.10 -0.16 -0.03 -0.1045
O -6.3906 -6.9540 -0.0805 -0.02 0.35 -0.08 -0.1911
C -6.4435 -6.3252 -1.3600 0.44 -0.28 0.10 -0.1893
C -5.1483 -5.5790 -1.6701 -0.32 0.27 0.11 -0.1963
O -4.9594 -4.4755 -0.7850 0.01 -0.34 0.08 -0.2034
C -4.0462 -4.7734 0.2629 0.03 0.19 -0.03 -0.1041
H -6.7612 -6.5811 1.8972 0.02 -0.07 -0.11 0.0882
H -6.8362 -5.1409 0.8671 0.02 -0.03 -0.05 0.0874
H -8.1518 -6.3495 0.8125 -0.02 0.12 0.10 0.0793
H -7.3085 -5.6563 -1.4291 0.09 0.05 0.05 0.1271
H -6.5756 -7.1192 -2.1011 0.02 0.01 -0.05 0.1144
H -5.2138 -5.1691 -2.6825 -0.01 -0.05 -0.04 0.1087
H -4.2875 -6.2556 -1.6380 -0.14 -0.03 0.02 0.1198
H -3.0211 -4.7347 -0.1210 0.03 -0.08 0.09 0.0882
H -4.2348 -5.7534 0.7102 -0.01 0.03 -0.09 0.0848
H -4.1588 -4.0122 1.0375 -0.02 0.01 -0.13 0.0904
C 1.0235 -2.3691 -3.1225 -0.11 0.02 -0.02 -0.1070
O 0.9060 -3.3844 -4.1117 0.39 0.08 0.05 -0.2192
C 1.9998 -3.3822 -5.0277 -0.23 -0.45 0.09 -0.1951
C 3.0212 -4.4628 -4.6809 0.24 0.50 0.13 -0.1996
O 3.6560 -4.1960 -3.4324 -0.44 -0.19 -0.10 -0.1899
C 3.1063 -4.9628 -2.3694 0.18 0.06 0.06 -0.1104
H 0.3288 -2.5981 -2.3124 -0.02 -0.02 -0.13 0.0921
H 2.0326 -2.3142 -2.7083 -0.01 -0.02 -0.06 0.0889
H 0.7531 -1.4006 -3.5570 0.07 0.05 0.11 0.0837
H 2.4715 -2.3945 -5.0678 0.05 -0.09 0.09 0.1284
H 1.5875 -3.5956 -6.0185 0.02 -0.01 -0.04 0.1220
H 3.8048 -4.4625 -5.4442 -0.02 0.00 -0.04 0.1222
H 2.5570 -5.4556 -4.6773 -0.07 0.09 0.03 0.1232
H 3.4836 -5.9897 -2.4236 -0.10 -0.04 0.06 0.0862
H 2.0127 -4.9710 -2.3874 0.06 0.01 -0.07 0.0818
H 3.4331 -4.5191 -1.4270 0.05 0.00 -0.13 0.0928
C -13.0396 -7.1625 4.0557 -0.09 -0.13 0.03 -0.1119
O -12.8509 -8.2959 3.2192 0.13 0.36 -0.14 -0.1952
C -12.6969 -7.9399 1.8463 0.24 -0.45 0.16 -0.1983
C -11.2282 -7.9459 1.4290 -0.20 0.49 -0.01 -0.1965
O -10.4922 -6.9265 2.1030 -0.14 -0.37 0.17 -0.2063
C -9.7485 -7.4327 3.2038 0.10 0.13 -0.05 -0.1137
H -12.8702 -7.4686 5.0895 -0.05 -0.08 -0.10 0.0890
H -12.3449 -6.3544 3.8153 -0.01 -0.03 -0.04 0.0831
H -14.0692 -6.8011 3.9580 0.04 0.10 0.05 0.0873
H -13.1590 -6.9678 1.6424 0.12 0.00 0.03 0.1251
H -13.2305 -8.6928 1.2591 0.01 0.00 -0.03 0.1221
H -11.1672 -7.7292 0.3584 -0.02 -0.03 -0.02 0.1234
H -10.7756 -8.9292 1.5982 -0.09 0.05 0.07 0.1269
H -8.8499 -7.9401 2.8369 -0.01 -0.07 0.11 0.0809
H -10.3349 -8.1215 3.8185 -0.01 0.02 -0.09 0.0848
H -9.4445 -6.5883 3.8256 -0.02 -0.01 -0.13 0.0935
C -3.7088 -7.5947 -4.6644 0.01 0.13 0.13 -0.1057
O -3.8470 -8.2699 -3.4209 -0.10 -0.22 -0.34 -0.2093
C -4.6897 -9.4171 -3.5157 0.36 -0.02 0.41 -0.1982
C -3.8731 -10.7034 -3.6140 -0.26 0.10 -0.46 -0.1962
O -3.1310 -10.7563 -4.8313 0.10 0.23 0.34 -0.1955
C -1.7673 -10.3983 -4.6505 -0.01 -0.11 -0.14 -0.1111
H -2.8556 -6.9178 -4.5930 -0.09 -0.03 0.10 0.0921
H -3.5334 -8.2876 -5.4906 -0.03 -0.03 0.05 0.0839
H -4.6111 -7.0065 -4.8654 0.03 0.01 -0.12 0.0860
H -5.3796 -9.3241 -4.3617 0.11 -0.06 -0.03 0.1268
H -5.2875 -9.4513 -2.6000 -0.01 -0.03 0.02 0.1209
H -4.5598 -11.5549 -3.6211 -0.02 0.01 0.03 0.1225
H -3.2101 -10.8147 -2.7488 -0.04 0.12 -0.04 0.1263
H -1.2243 -11.2355 -4.1988 0.08 0.08 0.05 0.0874
H -1.6524 -9.5065 -4.0279 -0.06 -0.07 0.00 0.0841
H -1.3378 -10.1918 -5.6328 -0.10 -0.08 0.04 0.0891
```
Forces are in eV/Å.

Computed properties:
- Energy above the lowest of the compared OMol25 structures with the same formula, charge and spin: 42.5 kcal per mole
- Frontier orbital gap: 7.6 eV
- Lowest unoccupied orbital energy: 1.6 eV
- Total charge: -1

# C4H14NO3

4 unconnected molecules or ions with the total composition C4H14NO3 (wB97M-V/def2-TZVPD, OMol25).

```
22
Properties=species:S:1:pos:R:3:forces:R:3:nbo_charge:R:1
O -0.0471 0.1595 -1.5719 -1.15 0.77 2.61 -0.3434
C -0.4050 0.6555 -0.5190 1.89 -2.07 -4.60 0.4098
C -1.0002 0.0182 0.6721 0.50 -0.17 2.59 -0.2260
N -0.2201 0.3595 1.8548 -2.40 -3.41 -3.20 -0.1465
C 3.1262 -0.4115 -1.0960 0.92 -0.60 0.99 -0.8632
C -0.9289 -1.6624 0.7272 3.48 -0.89 1.66 -0.5338
H -0.3180 1.6994 -0.3725 0.10 1.80 0.11 0.2004
H -2.0385 0.3410 0.6713 -0.61 -0.19 0.64 0.3013
H -0.7943 0.2058 2.6675 -0.62 1.00 1.04 0.3981
H 2.8316 -0.8481 -2.0397 1.01 -0.08 -0.81 0.2187
H 2.0742 -0.5128 -0.6877 1.69 0.17 0.88 0.1755
H 3.3851 0.6862 -1.2175 -0.29 -1.51 0.22 0.2302
H 4.0772 -1.0535 -0.5745 -3.18 1.86 -1.32 0.2370
H 0.2158 -1.8302 0.8409 -1.94 0.02 -0.02 0.2611
H -1.1743 -2.3181 -0.1237 -0.55 1.55 -0.69 0.3121
H -1.4226 -2.0855 1.6269 0.19 0.83 -0.49 0.2531
H -4.0620 1.1065 -2.2254 -0.01 0.06 -0.07 0.4954
H -4.1270 0.0036 -1.1732 -0.31 -0.18 -0.08 0.4748
O -3.6286 0.7783 -1.4327 0.43 0.04 0.31 -0.9660
H 1.5664 2.3284 1.3323 -0.05 2.98 0.74 0.4608
H 1.0190 0.8955 1.5210 3.26 1.42 -0.55 0.4342
O 1.8713 1.4845 1.1195 -2.37 -3.40 0.04 -0.7840
```
Forces are in eV/Å.

Computed properties:
- Energy above the lowest of the compared OMol25 structures with the same formula, charge and spin: 213.3 kcal per mole
- Frontier orbital gap: 4.8 eV
- Lowest unoccupied orbital energy: -10.0 eV
- Total charge: +1

# C5H11N2

A molecular structure, C5H11N2 (wB97M-V/def2-TZVPD, OMol25).

```
18
Properties=species:S:1:pos:R:3:forces:R:3:mulliken_spin:R:1
C -1.0536 0.0666 0.4052 -1.07 -3.98 -4.05 -0.0380
C -0.7086 -0.5766 -1.3973 0.73 0.06 1.64 0.0984
C 0.2462 -0.0935 -0.3757 -0.51 0.06 -0.12 0.0437
C 0.9319 1.2702 -0.5596 0.16 -1.54 0.85 0.0032
C 1.0836 -1.1949 0.3748 0.09 1.83 -1.49 -0.0629
N 1.3805 -0.5474 1.6299 0.05 -1.35 0.33 0.9426
N -1.8652 1.2377 0.1838 2.14 0.67 1.70 -0.0378
H -1.0371 1.0687 1.0794 -1.51 3.11 0.61 -0.0029
H -1.4507 -0.8414 0.8316 -0.18 -0.02 0.50 0.0014
H -0.7009 -1.6066 -1.7453 -0.23 0.22 0.16 -0.0001
H -1.3431 0.2008 -1.7809 -0.08 -0.24 -0.68 -0.0035
H 1.8835 1.0716 -1.0488 0.03 0.48 -0.26 -0.0025
H 1.1076 1.5927 0.4677 0.32 0.49 -0.22 -0.0001
H 2.0281 -1.3237 -0.1922 -0.06 0.15 0.20 0.0787
H 0.6122 -2.1896 0.2946 -0.22 0.36 0.69 0.0055
H -2.8091 1.1923 0.5539 0.16 -0.61 0.33 -0.0001
H 0.2701 1.9526 -1.0701 0.11 0.14 -0.25 0.0009
H 1.4244 -1.2794 2.3489 0.08 0.18 0.05 -0.0264
```
Forces are in eV/Å.

Computed properties:
- Energy above the lowest of the compared OMol25 structures with the same formula, charge and spin: 100.3 kcal per mole
- Frontier orbital gap (spin up / spin down): 8.1 / 6.8 eV
- Lowest unoccupied orbital energy (spin up / spin down): 0.9 / -0.5 eV
- Total charge: 0
- Multiplicity: 2
- Expectation value of S²: 0.762